# 1
DFT (ωB97M-V with the def2-TZVPD basis set) results for the ion C11H23N2O with charge +1 in a non-equilibrium geometry.

Geometry as ORCA input:
```
! RIJCOSX wB97M-V def2-TZVPD def2/J DEFGRID3
* xyz 1 1
C -1.1765 -1.4227 1.6258
C -0.2444 -1.9411 0.4599
C 1.1934 -1.7830 0.9999
C -0.3765 -3.3805 0.1321
C -0.5578 -0.9893 -0.7492
N -0.2244 -1.6004 -2.0911
C -1.7441 -0.0417 -0.8397
C -0.4561 0.6609 -0.9475
O 0.0353 0.8952 -2.2214
N 0.1438 1.2959 0.1347
C -0.5292 2.3960 0.7504
C 0.5141 3.5766 0.8290
C 1.6766 3.1221 -0.0325
C 1.5644 1.6592 0.0956
H -0.8217 -2.0880 2.4311
H -2.2855 -1.5771 1.4636
H -1.0414 -0.3854 1.9190
H 1.9978 -2.2429 0.4065
H 1.5424 -0.8447 1.3081
H 1.2690 -2.4490 2.0064
H -0.0946 -4.0844 0.9146
H 0.1986 -3.6433 -0.7979
H -1.3824 -3.6159 0.1134
H 0.4456 -2.3334 -1.9792
H 0.1117 -0.7966 -2.6121
H -1.0230 -1.9701 -2.5555
H -2.5436 -0.1040 -1.6291
H -2.3381 0.2253 0.0697
H -0.5918 1.2884 -2.8483
H -0.8464 2.0312 1.6611
H -1.5035 2.6435 0.2393
H 0.7714 3.6888 1.8755
H 0.0355 4.3706 0.4256
H 1.4247 3.3969 -1.1618
H 2.6748 3.5963 0.2460
H 2.0922 1.0815 -0.6801
H 2.0898 1.3649 1.0380
*
```

Properties
**HOMO**: -11.96 eV
**Frontier orbital gap**: 9.02 eV
**LUMO**: -2.942 eV
**Energy above the lowest of the compared OMol25 structures with the same formula, charge and spin**: 0.6420 eV
**SMILES**: CC(C)(C)[C@@]1([NH3+])C[C@@]1(O)N1CCCC1

# 2
DFT (ωB97M-V with the def2-TZVPD basis set) results for a cluster of 2 separate species, C11H23N3O4 in total in a non-equilibrium geometry.

Geometry as ORCA input:
```
! RIJCOSX wB97M-V def2-TZVPD def2/J DEFGRID3
* xyz 0 1
N 0.7805 -3.9426 2.8984
C 1.4872 -2.6906 2.6893
C 0.6324 -1.4581 3.0535
C -0.8329 -1.5299 2.5918
C -1.4839 -0.2168 2.9762
C -2.9255 -0.0225 2.3730
N -2.9043 0.0312 0.8775
C -3.8115 1.1619 2.8459
O -3.8803 1.4746 4.0177
O -4.3828 1.8105 1.8068
H 0.0397 -4.0428 2.2352
H 0.3794 -4.0546 3.7593
H 2.4162 -2.6226 3.3145
H 1.7998 -2.7325 1.6588
H 0.5280 -1.4155 4.1762
H 1.2061 -0.4863 2.8248
H -0.9591 -1.8218 1.6293
H -1.2658 -2.2852 3.1519
H -0.8686 0.5743 2.5696
H -1.4680 -0.1375 4.1312
H -3.5765 -0.8968 2.7098
H -2.0450 0.1738 0.4652
H -3.2492 -0.6590 0.5055
H -4.1524 1.3816 0.9736
O 0.6033 0.2328 -1.4052
C 1.0560 1.2722 -1.8505
O 1.6132 2.2839 -1.0575
C 0.7661 1.7387 -3.3168
C 1.0570 0.3764 -4.1740
C 2.3273 0.7729 -5.0307
C 2.7486 2.1685 -4.4721
N 1.5973 2.8476 -3.8333
H 1.8119 1.9200 -0.2374
H -0.2787 2.0147 -3.4190
H 0.2301 0.0561 -4.7108
H 1.3255 -0.4185 -3.5563
H 3.0378 0.0434 -5.0354
H 2.0325 0.9156 -6.0345
H 3.1627 2.8047 -5.2498
H 3.4419 2.0901 -3.7670
H 2.0040 3.2882 -3.0846
*
```

Properties
**HOMO**: -9.32 eV
**Frontier orbital gap**: 9.61 eV
**LUMO**: 0.288 eV
**Energy above the lowest of the compared OMol25 structures with the same formula, charge and spin**: 0.0000 eV
**SMILES**: NCCCC[C@H](N)C(=O)O.O=C(O)[C@@H]1CCCN1

# 3
DFT (ωB97M-V with the def2-TZVPD basis set) results for a structure of composition C11H23O3OsP2 in a non-equilibrium geometry.

Geometry as ORCA input:
```
! RIJCOSX wB97M-V def2-TZVPD def2/J DEFGRID3
* xyz 1 5
C 0.3920 1.1087 -3.6432
C 0.0810 0.4172 -4.8148
C -0.2488 -0.9308 -4.8659
C -0.3259 -1.7487 -3.7416
C -0.1292 -1.3107 -2.4256
Os -0.0462 0.5096 -1.9000
P 0.0688 2.8050 -1.3129
H 0.8058 2.1232 -3.8363
H 0.1284 0.9631 -5.7700
H -0.4187 -1.3896 -5.8408
H -0.1726 -2.1573 -1.7176
H -0.5485 -2.8105 -3.8933
H -0.9913 3.4478 -0.6054
H 0.0767 3.6165 -2.4801
H 1.2303 3.3223 -0.6608
C -1.3294 2.4223 2.0449
C 0.1779 2.3595 2.0000
O 0.7979 1.3465 1.1854
P -0.3333 0.1100 0.5373
O -0.7477 -0.2191 2.1837
C 0.0215 -0.8897 3.2109
C 1.4150 -0.3758 3.4602
O -1.2213 -1.3585 0.0773
C -0.7997 -2.6411 0.5780
C 0.6831 -2.9097 0.5323
H -1.7898 2.4033 1.0518
H -1.6074 3.3651 2.5333
H -1.7424 1.6128 2.6495
H 0.5793 3.3102 1.6208
H 0.5664 2.2469 3.0192
H -0.5666 -0.8144 4.1289
H 0.0558 -1.9560 2.9605
H 1.4003 0.6517 3.8361
H 1.8514 -1.0159 4.2390
H 2.0423 -0.4414 2.5668
H -1.2323 -2.7663 1.5778
H -1.3225 -3.3678 -0.0579
H 1.2500 -2.3433 1.2843
H 0.8284 -3.9789 0.7438
H 1.1215 -2.7162 -0.4555
*
```

Properties
**HOMO (spin up / spin down)**: -10.76 / -12.73 eV
**Frontier orbital gap (spin up / spin down)**: 5.73 / 6.59 eV
**LUMO (spin up / spin down)**: -5.029 / -6.143 eV
**Expectation value of S²**: 6.015
**Energy above the lowest of the compared OMol25 structures with the same formula, charge and spin**: 0.6406 eV

# 4
DFT (ωB97M-V with the def2-TZVPD basis set) results for a structure of composition C11H23P2Y in a non-equilibrium geometry.

Geometry as ORCA input:
```
! RIJCOSX wB97M-V def2-TZVPD def2/J DEFGRID3
* xyz 0 1
C 0.7023 2.2718 -2.3575
C 1.9941 1.7076 -2.5142
C 1.9245 0.7072 -3.5286
C 0.5728 0.6336 -3.9901
C -0.1976 1.5754 -3.2665
Y -2.1651 0.9585 0.2121
P -1.0301 3.4243 0.8741
H 0.4256 3.0977 -1.7103
H 2.8934 1.9975 -1.9698
H 2.7528 0.1070 -3.8920
H -1.2629 1.7791 -3.3959
H 0.1972 -0.0212 -4.7753
H -1.7901 4.5567 0.3893
H 0.2762 3.9951 0.7167
H -1.1943 3.6830 2.2838
C 2.0918 -0.6894 2.4715
C 1.3061 -1.2635 1.2893
P -0.1345 -0.3331 0.8332
C -1.0365 -1.0602 -0.6270
C -0.6337 -2.5314 -0.8328
C -1.5545 -0.5263 2.0534
C -1.3499 -1.8260 2.8511
H 2.4862 0.3029 2.2341
H 2.9471 -1.3396 2.6851
H 1.5002 -0.6173 3.3906
H 1.9541 -1.2919 0.3943
H 1.0129 -2.3078 1.4949
H -2.1704 -1.0689 -0.5002
H -0.7703 -0.4811 -1.5236
H -1.0548 -3.1816 -0.0540
H -1.0265 -2.8714 -1.7964
H 0.4537 -2.6418 -0.8593
H -1.6046 0.3717 2.6946
H -2.5616 -0.6594 1.5355
H -0.4443 -1.7947 3.4644
H -2.2017 -1.9586 3.5298
H -1.3074 -2.7041 2.1954
*
```

Properties
**HOMO (spin up / spin down)**: -5.48 / -5.45 eV
**Frontier orbital gap (spin up / spin down)**: 4.89 / 4.94 eV
**LUMO (spin up / spin down)**: -0.590 / -0.509 eV
**Energy above the lowest of the compared OMol25 structures with the same formula, charge and spin**: 0.0000 eV

# 5
DFT (ωB97M-V with the def2-TZVPD basis set) results for a structure of composition C11H24AuF5N3O2TaTe in a non-equilibrium geometry.

Geometry as ORCA input:
```
! RIJCOSX wB97M-V def2-TZVPD def2/J DEFGRID3
* xyz 2 1
N -0.1746 1.9785 1.3794
C -0.4115 3.0506 1.9523
O -0.3930 3.5392 3.1179
Au -1.1991 4.7339 1.5918
Ta -0.2222 0.5230 0.1173
N 1.1662 -0.6011 0.8632
N 0.0466 0.6202 -1.8300
C 1.9868 -0.4046 2.0664
C -0.9856 0.5057 -2.8886
C 2.7273 0.9252 1.9558
C 2.9863 -1.5295 2.2356
C 1.0724 -0.3864 3.2862
C -0.4587 1.0251 -4.2176
C -1.3919 -0.9553 -3.0939
C -2.2130 1.3053 -2.4720
H 3.3635 0.9129 1.0492
H 3.3664 1.0379 2.8343
H 2.0480 1.7773 1.9141
H 2.5241 -2.4860 2.4557
H 3.6555 -1.3003 3.0637
H 3.6299 -1.6435 1.3453
H 0.3737 0.4542 3.2573
H 1.6751 -0.2909 4.1893
H 0.4717 -1.3061 3.3362
H -0.0342 2.0277 -4.1237
H -1.2854 1.0865 -4.9210
H 0.2836 0.3680 -4.6829
H -0.5419 -1.5591 -3.4474
H -2.1767 -0.9903 -3.8591
H -1.7804 -1.3973 -2.1670
H -2.7219 0.8576 -1.6115
H -2.9098 1.3194 -3.3182
H -1.9391 2.3459 -2.2436
C 1.3976 0.2625 -2.2441
H 2.0524 0.1090 -1.3797
H 1.3973 -0.6665 -2.8505
H 1.8275 1.0500 -2.8701
C 0.9473 -1.9822 0.3976
H 0.7021 -2.6477 1.2278
H 0.1128 -2.0678 -0.3190
H 1.8454 -2.3493 -0.1115
F -4.2889 0.2560 0.8411
Te -3.1180 -1.0934 1.6419
F -2.3174 0.3081 2.7302
F -1.5618 -2.1489 2.1623
F -4.2549 -1.8264 3.1398
F -3.4153 -2.3845 0.2042
O -1.8644 -0.3625 0.2953
*
```

Properties
**HOMO (spin up / spin down)**: -15.27 / -15.27 eV
**Frontier orbital gap (spin up / spin down)**: 4.54 / 4.54 eV
**LUMO (spin up / spin down)**: -10.733 / -10.731 eV

# 6
DFT (ωB97M-V with the def2-TZVPD basis set) results for a structure of composition C11H24BF4HgN3NbO in a non-equilibrium geometry.

Geometry as ORCA input:
```
! RIJCOSX wB97M-V def2-TZVPD def2/J DEFGRID3
* xyz 2 2
N -1.8750 -0.9826 1.1361
C -3.1817 -1.3878 1.8686
O -3.6774 -2.5160 1.4895
Hg -4.1775 0.4472 2.6833
Nb -0.1956 -0.1041 1.1222
N -0.0700 1.8356 0.1918
N 1.0421 -1.1101 -0.1326
C -0.5707 2.3098 -1.0862
C 0.6777 -2.3073 -0.9185
C -0.7837 3.8331 -1.1327
C 0.4521 1.8861 -2.1415
C -1.8595 1.5976 -1.4378
C 0.3015 -3.4117 0.0554
C 1.8261 -2.7676 -1.7825
C -0.5120 -1.9848 -1.8035
H -1.5508 4.1395 -0.3909
H -1.1734 4.0193 -2.1422
H 0.2019 4.3545 -1.1210
H 1.3685 2.4359 -1.9587
H 0.0956 2.1152 -3.1537
H 0.7727 0.8386 -2.0100
H -1.8715 0.5102 -1.3753
H -2.2234 1.9222 -2.4147
H -2.6404 1.8089 -0.7290
H 1.1451 -3.6572 0.7011
H 0.0340 -4.3174 -0.4908
H -0.5367 -3.0979 0.6787
H 2.6829 -3.1514 -1.2250
H 2.1711 -2.0030 -2.4784
H 1.4948 -3.5928 -2.4094
H -0.7647 -2.8616 -2.3883
H -0.2842 -1.2133 -2.5428
H -1.4075 -1.7531 -1.2358
C 0.7471 2.7604 0.9558
H 0.8418 2.4368 2.0125
H 1.7428 2.8507 0.5158
H 0.3412 3.7771 1.0500
C 2.4633 -0.9347 0.2349
H 2.5452 -0.2562 1.1012
H 2.8440 -1.9164 0.5174
H 3.0821 -0.6079 -0.6193
F 0.5719 -0.0941 3.0131
B 0.0085 0.0491 4.8633
F 1.0887 0.7891 5.2475
F -1.2310 0.6007 4.5860
F 0.0438 -1.2886 5.0961
*
```

Properties
**HOMO (spin up / spin down)**: -16.77 / -16.29 eV
**Frontier orbital gap (spin up / spin down)**: 6.60 / 6.09 eV
**LUMO (spin up / spin down)**: -10.167 / -10.196 eV
**Expectation value of S²**: 0.900
**Energy above the lowest of the compared OMol25 structures with the same formula, charge and spin**: 1.3190 eV